No. 1
The following is a DFT calculation (ωB97M-V/def2-TZVPD) of one molecule with the formula C5H10N2O in a non-equilibrium geometry.

Structure (XYZ):
```
18
Properties=species:S:1:pos:R:3:forces:R:3:lowdin_charge:R:1
C -2.2294 -0.2296 0.3367 -2.83 -1.07 0.38 -0.086
C -0.8091 0.1739 0.1675 -0.45 2.15 0.14 -0.464
C 0.2371 -0.4668 1.0442 -0.99 -1.69 2.78 -0.198
N 1.6548 -0.1120 0.9436 4.30 0.95 1.31 -0.113
N 2.1240 0.9774 0.0926 -2.59 -0.15 0.10 0.026
C 1.4502 1.0473 -1.0544 3.78 2.78 2.22 -0.167
C 0.9050 -0.1850 -1.4525 -4.20 -0.45 -2.44 -0.198
O -0.5620 -0.2643 -1.1584 1.87 0.34 0.76 -0.115
H -2.6994 -1.3017 0.1124 1.70 2.22 -0.07 0.138
H -2.6466 0.0087 1.2940 0.24 0.01 1.19 0.062
H -2.7118 0.5944 -0.2104 -0.50 -1.04 -0.67 0.084
H -0.9831 1.3524 0.3266 1.46 -2.08 -0.68 0.180
H -0.0927 -1.4832 0.8271 1.47 -1.00 -1.00 0.114
H -0.0474 -0.6523 2.1267 0.22 1.71 -0.63 0.135
H 2.4689 -0.2380 1.8547 -4.08 0.63 -3.70 0.233
H 1.6220 1.9855 -1.6990 -0.18 -1.74 1.08 0.141
H 0.7273 -0.3187 -2.4883 1.03 0.07 -1.38 0.117
H 1.5922 -0.8880 -1.0632 -0.24 -1.65 0.60 0.109
```
Forces are in eV/Å.

Values from the calculation:
**Lowest unoccupied orbital energy**: 0.8899 eV
**Total energy**: -381.06940 Eh
**HOMO level**: -8.203 eV
**Max |F|**: 5.545 eV Å⁻¹
**SMILES string**: C[C@H]1CNN=CCO1
**ΔE to the lowest compared entry with this formula, charge and spin**: 567.2 kJ/mol

=====

No. 2
The following is a DFT calculation (ωB97M-V/def2-TZVPD) of one molecule with the formula C5H10N2O in a non-equilibrium geometry.

Structure (XYZ):
```
18
Properties=species:S:1:pos:R:3:forces:R:3:lowdin_charge:R:1
C 2.0510 -1.3228 -0.4664 -0.15 -0.08 -0.01 -0.050
C 0.8357 -0.6848 0.1627 0.99 1.39 -0.53 -0.438
N -0.0909 -1.5513 0.7052 -0.33 -0.79 0.61 0.089
C 0.6797 0.6510 0.1362 0.12 -0.15 0.02 -0.098
C -0.4742 1.4290 0.7107 0.45 0.01 -0.26 -0.112
C -1.6811 1.5678 -0.2145 -1.20 0.33 0.02 -0.533
N -1.9352 0.5309 -1.0634 0.40 -0.31 0.13 0.163
O -2.4428 2.5275 -0.1633 0.75 -0.36 0.04 0.023
H 2.6944 -0.5915 -0.9667 -0.27 -0.07 0.20 0.079
H 2.6491 -1.8288 0.2988 -0.04 -0.05 -0.08 0.080
H 1.7466 -2.0635 -1.2138 0.05 -0.01 0.11 0.081
H -0.6569 -1.1474 1.4482 0.10 -0.17 -0.25 0.092
H 0.3136 -2.4403 0.9970 -0.27 0.34 -0.10 0.097
H 1.4432 1.2623 -0.3427 -0.10 -0.34 0.00 0.106
H -0.1176 2.4405 0.9407 -0.36 -0.19 0.00 0.119
H -0.8184 0.9949 1.6554 -0.16 0.04 -0.02 0.114
H -2.7708 0.5697 -1.6285 0.14 0.06 0.22 0.110
H -1.4255 -0.3433 -0.9958 -0.11 0.36 -0.09 0.079
```
Forces are in eV/Å.

Values from the calculation:
**Lowest unoccupied orbital energy**: 0.7695 eV
**Total energy**: -381.28507 Eh
**HOMO level**: -8.347 eV
**Max |F|**: 1.788 eV Å⁻¹
**SMILES string**: C/C(N)=C/CC(N)=O
**ΔE to the lowest compared entry with this formula, charge and spin**: 1.0 kJ/mol

=====

No. 3
The following is a DFT calculation (ωB97M-V/def2-TZVPD) of one molecule with the formula C5H10N2O in a non-equilibrium geometry.

Structure (XYZ):
```
18
Properties=species:S:1:pos:R:3:forces:R:3:lowdin_charge:R:1
C 0.8058 -1.5026 1.3588 -0.60 -0.03 0.03 -0.031
N -0.0845 -0.4480 0.8681 0.74 0.21 0.09 -0.196
C -0.2884 0.6783 1.7835 0.67 0.35 -0.76 -0.031
C -0.7729 -0.5724 -0.2582 -0.85 -0.53 -0.15 -0.110
C -1.2097 0.4373 -1.1343 -0.72 0.01 0.49 -0.077
C -0.3670 0.8161 -2.2362 0.92 1.26 0.40 -0.592
N 1.0234 0.7613 -1.9393 0.06 0.00 -0.31 0.099
O -0.7408 1.1323 -3.3619 0.05 -0.37 0.64 0.007
H 0.4648 -1.8483 2.3368 0.06 -0.04 0.01 0.090
H 1.8206 -1.1118 1.4586 -0.08 0.02 -0.07 0.094
H 0.8196 -2.3326 0.6524 -0.04 0.08 0.06 0.092
H -0.9191 1.4087 1.2741 0.09 -0.10 0.17 0.089
H 0.6776 1.1270 2.0276 -0.13 0.13 0.08 0.089
H -0.7565 0.3203 2.7028 0.01 -0.12 -0.06 0.093
H -1.0651 -1.6173 -0.4439 -0.04 -0.09 0.08 0.131
H -2.2742 0.4591 -1.3448 0.12 -0.68 -0.60 0.095
H 1.5767 1.1378 -2.6988 -0.10 -0.03 0.06 0.085
H 1.2896 1.1549 -1.0454 -0.15 -0.07 -0.16 0.073
```
Forces are in eV/Å.

Values from the calculation:
**Lowest unoccupied orbital energy (spin up / spin down)**: 0.1700 / 0.1696 eV
**Total energy**: -381.19065 Eh
**HOMO level (spin up / spin down)**: -7.431 / -7.431 eV
**Max |F|**: 1.611 eV Å⁻¹
**SMILES string**: CN(C)/C=C/C(N)=O
**ΔE to the lowest compared entry with this formula, charge and spin**: 248.9 kJ/mol